Molecular formula: C4H8S2
Method: DFT, wB97M-V/def2-TZVPD

XYZ file:
```
14
Properties=species:S:1:pos:R:3:forces:R:3
H 1.070 -1.893 0.707 0.52 0.31 0.80
H -1.046 -0.840 -2.104 -1.19 0.10 -0.40
H 0.468 -1.620 -1.527 -0.06 0.37 0.11
C 1.376 -1.021 1.325 0.85 -0.72 -0.68
S 1.602 0.346 0.160 0.34 0.21 0.68
C -0.804 1.512 -0.554 -0.05 -1.19 -0.23
C -0.213 -0.768 -1.462 1.10 0.29 0.46
H 2.339 -1.145 1.857 -0.31 -0.28 -0.67
H -2.284 0.542 1.035 -0.49 -0.75 -0.18
S -1.505 1.591 1.110 0.29 0.88 0.34
H 0.673 -0.865 2.108 -0.93 0.53 0.33
H -0.183 2.384 -0.608 0.10 0.65 -0.28
C 0.071 0.304 -0.714 -0.08 -0.84 -0.40
H -1.564 1.473 -1.334 -0.10 0.44 0.11
```
Forces are in eV/Å.

Relative energy (zero: lowest compared OMol25 entry of this formula, charge and spin) (kJ/mol): 114.4
HOMO (eV): -8.55
Gap between HOMO and LUMO (eV): 9.32
Structure (SMILES): C=C(CS)SC

Results of the Löwdin charge analysis, in e, for atoms 1 through 6: 0.036, 0.048, 0.065, -0.396, 0.829, -0.587